(1)
# C4H15NO2

A cluster of 3 separate species, C4H15NO2 in total (ωB97M-V with the def2-TZVPD basis set, OMol25).

Element x y z (Å)
C  -1.6298  -0.3220  1.0673
C  -0.2442  -0.9271  1.4431
C  0.9523  -0.2279  0.7701
N  0.6486  0.0999  -0.6229
C  1.8097  0.6363  -1.3419
H  -1.5119  0.7333  1.2792
H  -2.2940  -0.7848  1.7970
H  -2.0129  -0.5512  0.0833
H  -0.2501  -1.9611  1.0969
H  -0.2252  -0.7322  2.5096
H  1.8073  -0.9008  0.7860
H  1.1726  0.6643  1.3819
H  -0.0547  0.8366  -0.6287
H  2.5449  -0.1573  -1.4614
H  2.3033  1.5176  -0.8990
H  1.3909  0.9841  -2.2806
H  0.1277  -1.6722  -1.4894
H  0.3896  -3.1725  -1.7488
O  -0.2098  -2.4596  -1.9463
H  -1.3861  3.3442  -0.4671
H  -2.0875  2.2926  0.4008
O  -1.2407  2.7597  0.2711

Force components x, y, z for each atom (eV/Å):
C 0.899 -0.634 1.029
C -0.603 0.561 -1.526
C -0.880 0.195 0.419
N 0.478 0.297 0.364
C -0.564 0.175 0.043
H -0.545 0.184 -0.096
H -0.411 0.320 -0.096
H 0.216 0.146 -0.356
H 0.048 -0.234 0.730
H 0.559 -0.813 0.278
H 0.213 0.082 0.044
H 0.293 -0.014 -0.320
H -0.051 -0.248 0.106
H 0.057 0.081 -0.292
H -0.147 -0.261 0.337
H 0.464 -0.200 -0.502
H 0.063 0.295 0.094
H 0.314 -0.284 0.116
O -0.407 0.145 -0.182
H -0.103 0.375 -0.374
H 0.526 0.397 -0.157
O -0.420 -0.562 0.341

Results
Total energy: -366.61158 hartree
HOMO: -0.338 Ha
Lowest unoccupied orbital energy: 0.7 eV
Energy above the lowest of the compared OMol25 structures with the same formula, charge and spin: 24.8 kcal per mole
2S+1: 1
Frontier orbital gap: 9.860 eV
SMILES: CCCNC.O.O

Charges in e, computed with Mulliken, in the same order as the atoms: -0.983, -0.425, -0.730, -0.300, -0.987, 0.021, 0.378, 0.372, 0.298, 0.340, 0.398, 0.396, 0.219, 0.308, 0.334, 0.343, 0.389, 0.298, -0.675, 0.298, 0.349, -0.639

(2)
# C5H9NO

An isolated molecule of C5H9NO (ωB97M-V with the def2-TZVPD basis set, OMol25).

Element x y z (Å)
O  -2.2663  -0.3010  -1.1430
C  -1.1319  -0.3772  -0.6620
C  -0.3840  0.8165  -0.1523
C  1.1020  0.6230  0.0086
C  1.5705  -0.8431  -0.0308
C  2.4002  -1.4820  0.9170
N  -1.3316  1.2951  0.7784
H  -0.7859  -1.3077  -0.1453
H  -0.3395  1.6423  -1.0408
H  1.7108  1.0467  -0.8001
H  1.2490  0.9878  0.9549
H  1.1218  -1.2715  -0.8941
H  2.6420  -0.9872  1.8187
H  2.8126  -2.4040  0.5379
H  -1.1451  2.2587  1.0068
H  -1.1555  0.9545  1.7742

Force components x, y, z for each atom (eV/Å):
O 2.817 -0.558 0.111
C -3.312 -0.535 0.510
C 0.185 2.210 -5.984
C 0.322 -2.759 -0.062
C 1.592 0.067 3.546
C -3.002 1.584 -4.773
N 0.552 0.894 4.450
H -0.212 -0.163 -0.815
H -0.972 -1.764 1.786
H -0.394 0.616 0.465
H 1.537 1.429 2.245
H 0.698 -1.197 -0.769
H 0.563 0.251 0.701
H 0.082 -0.385 0.827
H -0.105 0.783 -0.601
H -0.351 -0.474 -1.637

Results
Total energy: -325.78977 hartree
HOMO: -0.341 Ha
Lowest unoccupied orbital energy: 0.6 eV
Energy above the lowest of the compared OMol25 structures with the same formula, charge and spin: 92.7 kcal per mole
2S+1: 1
Frontier orbital gap: 9.883 eV
SMILES: C=CC[C@H](N)C=O

Charges in e, computed with Mulliken, in the same order as the atoms: -0.470, -0.334, 0.458, -0.768, -0.250, -0.928, -0.659, 0.414, 0.201, 0.319, 0.393, 0.531, 0.299, 0.267, 0.294, 0.232

(3)
# C22H20N3O7S

A cluster of 2 separate species, C22H20N3O7S in total (ωB97M-V with the def2-TZVPD basis set, OMol25).

Element x y z (Å)
C  -5.3784  -2.1641  -2.2680
O  -5.1526  -0.7340  -2.2938
C  -3.9473  -0.1918  -1.9535
C  -3.9704  1.1904  -1.6299
C  -2.8307  1.8037  -1.1542
C  -1.6138  1.0902  -1.0641
C  -0.3536  1.7481  -0.7496
N  0.7663  1.1452  -1.0136
S  1.8237  1.8541  -2.1359
C  3.0657  0.5856  -2.0558
C  3.5443  0.1346  -0.8273
C  4.5119  -0.8710  -0.8135
C  5.0368  -1.3743  -2.0131
C  6.1177  -2.4224  -1.9869
C  4.5501  -0.8910  -3.2367
C  3.5820  0.1067  -3.2647
O  1.2047  1.8004  -3.4328
O  2.3885  3.0726  -1.6221
C  -1.5872  -0.2714  -1.4143
C  -2.7239  -0.9132  -1.8938
H  -6.4638  -2.2383  -2.3367
H  -4.9221  -2.6525  -3.1403
H  -5.0277  -2.6337  -1.3370
H  -4.9096  1.7332  -1.7585
H  -2.8442  2.8587  -0.8714
H  -0.3986  2.8260  -0.5088
H  3.1752  0.5512  0.1086
H  4.8632  -1.2769  0.1408
H  6.4023  -2.7105  -3.0041
H  7.0221  -2.0653  -1.4768
H  5.7865  -3.3236  -1.4562
H  4.9300  -1.3097  -4.1730
H  3.2109  0.5084  -4.2034
H  -0.6409  -0.8068  -1.3396
H  -2.6867  -1.9546  -2.2251
O  0.7325  -1.9951  5.2752
N  -0.4327  -1.6054  5.4927
O  -1.1211  -2.0586  6.4357
C  -1.0334  -0.6176  4.6551
C  -2.3659  -0.2665  4.9297
C  -3.0276  0.6206  4.0714
C  -2.3599  1.2048  2.9921
C  -0.9707  0.9286  2.7592
C  -0.2833  1.7327  1.7896
N  1.0961  1.7851  1.7639
O  1.6375  2.8030  1.2459
O  1.8055  0.8330  2.2078
C  -0.3338  -0.0385  3.5768
H  -2.8595  -0.6962  5.8005
H  -4.0647  0.8916  4.2817
H  -2.8348  1.9442  2.3368
H  -0.8173  2.6088  1.4289
H  0.7029  -0.2785  3.3619

Force components x, y, z for each atom (eV/Å):
C 0.295 0.838 -0.140
O -0.049 -0.515 -0.029
C 0.806 0.147 0.332
C -0.327 -0.929 -0.176
C 0.884 -0.152 -0.015
C -0.881 -0.858 0.493
C 0.917 0.441 -0.236
N -0.072 0.395 -2.163
S -0.172 -0.803 3.093
C 0.422 0.036 -0.656
C 0.149 -0.225 -0.023
C -0.043 0.173 -0.290
C -0.225 0.112 -0.091
C 0.105 -0.211 -0.001
C 0.196 -0.030 0.308
C -0.207 -0.070 0.500
O -0.003 0.246 -0.121
O -0.107 0.214 -0.811
C -0.275 0.230 -0.280
C -0.984 0.410 0.155
H 0.135 -0.185 0.013
H -0.026 0.098 0.239
H 0.017 0.272 -0.230
H 0.284 -0.198 0.166
H -0.021 -0.247 -0.141
H 0.110 -0.215 -0.548
H -0.121 -0.079 -0.164
H -0.082 0.242 -0.320
H -0.034 0.004 0.156
H -0.209 0.004 -0.085
H 0.041 0.135 -0.093
H -0.036 0.189 0.296
H -0.032 -0.129 0.160
H -0.224 0.218 -0.083
H -0.018 0.330 0.267
O -1.992 0.841 0.162
N 1.298 -1.939 1.693
O 1.133 0.597 -1.351
C -1.021 1.511 -1.529
C 0.057 -0.081 -0.082
C 0.387 0.131 -0.163
C 0.820 -0.360 0.305
C -0.650 -0.189 0.502
C 0.328 -0.042 0.410
N 0.235 0.846 -0.191
O -0.491 -1.076 0.362
O -0.478 0.841 -0.659
C -0.415 -0.492 0.597
H 0.107 0.133 -0.374
H 0.296 -0.122 -0.098
H -0.011 -0.343 0.342
H 0.573 -0.071 0.345
H -0.387 -0.075 0.246

Results
Total energy: -1939.28337 hartree
HOMO: -0.156 Ha
Lowest unoccupied orbital energy: 2.0 eV
Energy above the lowest of the compared OMol25 structures with the same formula, charge and spin: 0.0 kcal per mole
2S+1: 1
Frontier orbital gap: 6.252 eV
Total charge: -1

Charges in e, computed with Mulliken, in the same order as the atoms: -0.809, -0.440, 0.729, -0.699, -0.309, 0.491, -1.051, -0.003, 1.268, 0.067, -0.188, -0.864, 0.987, -1.298, -0.666, -0.486, -0.708, -0.649, -0.392, -0.530, 0.252, 0.304, 0.358, 0.374, 0.422, 0.468, 0.345, 0.383, 0.334, 0.302, 0.306, 0.253, 0.422, 0.484, 0.335, -0.591, 0.961, -0.635, -0.116, -0.449, -0.589, -0.597, 0.976, -1.287, 1.005, -0.654, -0.776, -0.464, 0.426, 0.342, 0.301, 0.624, 0.733

(4)
# ClH4N

A cluster of 2 separate species, ClH4N in total (ωB97M-V with the def2-TZVPD basis set, OMol25).

Element x y z (Å)
Cl  -3.1955  1.0929  0.4392
N  -0.8167  1.7792  -1.7306
H  -1.5667  1.5628  -1.0465
H  -0.9439  2.7448  -2.0896
H  -0.8644  1.1073  -2.5204
H  0.1083  1.7019  -1.2659

Force components x, y, z for each atom (eV/Å):
Cl 0.957 0.276 -0.873
N 1.137 0.328 -1.037
H -1.339 -0.386 1.221
H 0.035 -0.750 0.329
H -0.026 0.491 0.655
H -0.763 0.041 -0.296

Results
Total energy: -517.32217 hartree
HOMO: -0.293 Ha
Lowest unoccupied orbital energy: -0.7 eV
Energy above the lowest of the compared OMol25 structures with the same formula, charge and spin: 3.2 kcal per mole
2S+1: 1
Frontier orbital gap: 7.297 eV

Charges in e, computed with Mulliken, in the same order as the atoms: -0.808, -0.416, 0.043, 0.394, 0.394, 0.394

(5)
# C6H12O

A cluster of 2 separate species, C6H12O in total (ωB97M-V with the def2-TZVPD basis set, OMol25).

Element x y z (Å)
C  -2.2191  -1.1815  1.3279
C  -2.1192  -0.3676  0.0280
C  -0.7584  -0.9106  -0.6715
C  -0.8000  -1.4442  -1.8983
C  1.6370  -1.5574  -0.1466
C  0.3789  -1.0870  0.1447
H  -1.3062  -0.8826  2.0630
H  -2.2405  -2.2308  1.2699
H  -3.0161  -0.9625  1.9970
H  -1.9955  0.7390  0.4684
H  -2.9691  -0.4152  -0.7904
H  0.0246  -2.0016  -2.2364
H  -1.8688  -1.3749  -2.4453
H  2.5394  -1.0438  0.1929
H  1.8895  -2.0383  -1.1429
H  0.3878  -0.6640  1.1734
H  4.9947  5.6704  0.3578
H  3.3017  5.8079  0.4012
O  4.1394  5.9446  -0.0930

Force components x, y, z for each atom (eV/Å):
C 1.846 1.638 1.908
C 1.444 1.175 -0.349
C -3.438 -0.478 -0.406
C -3.998 1.153 0.001
C -0.885 0.798 -2.609
C 4.284 0.402 2.222
H -1.894 -0.835 -1.940
H 0.307 -1.445 -0.631
H -1.221 0.668 0.092
H -0.262 -2.100 -1.633
H 1.548 0.013 2.057
H 0.669 -0.487 -0.960
H 2.971 -0.363 0.863
H -0.369 -0.776 1.219
H -0.685 0.420 1.127
H -0.316 0.214 -0.962
H -2.367 0.342 -0.286
H 1.546 -0.175 0.068
O 0.821 -0.167 0.217

Results
Total energy: -310.91995 hartree
HOMO: -0.313 Ha
Lowest unoccupied orbital energy: 0.4 eV
Energy above the lowest of the compared OMol25 structures with the same formula, charge and spin: 87.4 kcal per mole
2S+1: 1
Frontier orbital gap: 8.966 eV
SMILES: C=CC(=C)CC.O

Charges in e, computed with Mulliken, in the same order as the atoms: -1.123, -0.249, 0.844, -0.874, -0.888, -0.140, 0.194, 0.363, 0.375, 0.178, 0.283, 0.282, 0.158, 0.240, 0.212, 0.145, 0.331, 0.327, -0.659

(6)
# C10H7N2O6

A cluster of 2 separate species, C10H7N2O6 in total (ωB97M-V with the def2-TZVPD basis set, OMol25).

Element x y z (Å)
O  4.7460  -0.1580  1.4389
C  4.4498  0.8287  0.7210
O  5.2270  1.4586  -0.0161
C  2.9801  1.2582  0.8199
C  2.6337  2.4259  1.4688
C  1.3147  2.8080  1.5889
C  0.3787  1.9936  1.0155
C  0.7270  0.8307  0.3302
C  2.0341  0.4355  0.2380
C  -0.5261  0.2081  -0.1965
O  -0.6446  -0.6875  -0.9960
N  -1.6676  0.8977  0.3751
C  -1.1067  2.1125  0.9447
O  -1.8055  3.0390  1.2761
H  3.4012  3.0664  1.8884
H  0.9893  3.7040  2.1067
H  2.2915  -0.4815  -0.2784
H  -1.9274  0.3374  1.1889
C  -2.8121  -3.1556  -2.2127
N  -4.0500  -3.7990  -1.6927
O  -4.3257  -3.6316  -0.5249
O  -4.7028  -4.4525  -2.4811
H  -2.3342  -2.6089  -1.4074
H  -2.1652  -3.9460  -2.5818
H  -3.1054  -2.4837  -3.0136

Force components x, y, z for each atom (eV/Å):
O -0.762 0.172 -0.038
C 1.242 -0.754 0.584
O -0.706 0.605 -0.265
C 1.557 -0.515 -0.435
C 0.050 0.667 0.356
C -0.281 0.535 0.250
C -1.399 -0.696 -0.720
C -0.743 0.225 0.006
C -0.385 -0.365 -0.417
C 0.240 -0.306 -0.291
O 0.065 0.061 0.441
N 1.117 0.053 0.290
C -0.147 0.787 0.446
O 0.315 -0.385 0.083
H 0.115 -0.183 -0.071
H 0.189 -0.003 -0.021
H 0.212 0.079 0.090
H -0.728 -0.049 -0.316
C 0.192 0.150 0.202
N 0.163 0.089 -0.048
O -0.096 -0.054 0.059
O -0.081 -0.055 -0.016
H -0.044 0.030 -0.012
H -0.083 -0.002 -0.102
H -0.001 -0.086 -0.054

Results
Total energy: -946.23389 hartree
HOMO: -0.179 Ha
Lowest unoccupied orbital energy: 2.1 eV
2S+1: 1
Frontier orbital gap: 6.990 eV
Total charge: -1

Charges in e, computed with Mulliken, in the same order as the atoms: -0.701, 0.081, -0.700, 0.681, -0.276, -0.725, 0.174, 0.325, -0.433, 0.197, -0.538, -0.336, 0.181, -0.566, 0.419, 0.439, 0.476, 0.302, -0.567, 0.875, -0.522, -0.552, 0.247, 0.264, 0.256

Largest force on an atom for every record listed, in sequence, given in hartree/bohr: 0.034 0.124 0.062 0.036 0.094 0.033.